## w
The following is a quantum chemistry calculation of a single C4H3N3 molecule, from the OMol25 dataset.

The SMILES is N#C/C=C(\N)C#N. As for the HOMO-LUMO gap: 8.6 eV.

Geometry as ORCA input:
```
! wB97M-V def2-TZVPD RIJCOSX def2/J DEFGRID3
* xyz 0 1
N 2.4233 -1.6361 0.5219
C 1.8925 -0.6391 0.1613
C 1.0427 0.5603 -0.1812
C -0.3454 0.2233 -0.1511
N -0.7516 -1.0508 0.0525
C -1.4718 1.1776 -0.3490
N -2.5858 1.7739 -0.1654
H 1.5092 1.6088 -0.1176
H -0.0680 -1.7974 0.4594
H -1.7508 -1.3531 -0.0849
*
```


## x
The following is a quantum chemistry calculation of 2 unconnected molecules or ions with the total composition C4H3N3, from the OMol25 dataset.

As for the HOMO-LUMO gap (alpha / beta): 8.1 / 8.1 eV.

Geometry as ORCA input:
```
! wB97M-V def2-TZVPD RIJCOSX def2/J DEFGRID3
* xyz 0 1
N 2.3655 0.7200 0.3139
C 2.4310 -0.5077 0.2089
C 0.7666 -0.7903 0.0052
N 0.0223 -1.7128 0.0221
C -1.7936 -0.4479 0.0723
C -1.4752 0.7278 0.1405
N 0.7932 0.6369 -0.0149
H -2.3595 -1.3541 0.0096
H -1.5000 1.7889 0.2442
H 0.7496 0.9391 -1.0018
*
```


What is the stability order? It is w, x, from most stable to least stable.


## w
The following is a quantum chemistry calculation of 14 unconnected molecules or ions with the total composition H28O14, from the OMol25 dataset.

As for the HOMO-LUMO gap: 8.9 eV.

Geometry as ORCA input:
```
! wB97M-V def2-TZVPD RIJCOSX def2/J DEFGRID3
* xyz 0 1
O 19.3590 36.3090 5.6160
H 20.1070 35.9480 5.3780
H 19.7440 36.9090 6.2170
O 18.5390 30.0930 4.7400
H 19.1960 29.8470 5.5490
H 18.9920 30.0780 3.9420
O 21.3540 34.1420 0.5760
H 21.0070 33.7020 1.4490
H 21.2650 34.9470 0.7540
O 21.5820 36.7230 2.7710
H 21.9380 37.2190 2.0440
H 20.6770 36.3750 2.5140
O 22.9290 32.8590 3.9360
H 22.5990 33.6810 4.3010
H 22.3360 32.4960 3.3440
O 19.9110 33.5120 2.9900
H 19.1930 34.0310 3.3830
H 19.8430 32.7180 3.4610
O 19.7540 30.0810 2.2640
H 20.6460 30.2790 2.1710
H 19.3580 29.6960 1.5650
O 17.5620 32.2710 6.0690
H 17.8880 31.6960 5.3940
H 18.2950 32.8730 6.5410
O 18.9070 36.5120 1.0560
H 19.0370 37.1870 1.7240
H 18.2830 35.9790 1.5330
O 17.2560 33.9200 4.0520
H 16.9370 33.4750 4.8980
H 16.8570 34.7670 3.9540
O 19.1310 33.3470 -0.1020
H 18.3490 33.5070 0.5340
H 19.8670 34.0530 0.1220
O 20.2590 33.0610 6.6840
H 20.6510 32.3760 6.1030
H 20.3500 33.9110 6.1700
O 16.9440 34.0790 1.2900
H 16.5450 33.2250 1.1180
H 16.7340 34.0920 2.2650
O 21.6550 30.9270 5.4620
H 22.1930 31.5440 4.8510
H 21.6130 30.0880 4.9630
*
```


## x
The following is a quantum chemistry calculation of 14 unconnected molecules or ions with the total composition H28O14, from the OMol25 dataset.

As for the HOMO-LUMO gap: 10.4 eV.

Geometry as ORCA input:
```
! wB97M-V def2-TZVPD RIJCOSX def2/J DEFGRID3
* xyz 0 1
O 2.4080 -0.7482 -3.1233
H 2.2429 -1.5626 -2.6206
H 1.7062 -0.7830 -3.7823
O -3.2833 0.0550 1.9126
H -4.1094 0.2423 1.4742
H -2.6310 -0.0220 1.2078
O 0.9126 -0.7406 1.3279
H 1.8114 -1.0774 1.2353
H 0.4415 -1.2872 1.9811
O 0.1693 4.7452 0.6712
H 0.1726 3.8583 1.0644
H -0.1575 4.5461 -0.2149
O -2.7132 -0.5113 -3.3409
H -3.3426 -0.7876 -4.0091
H -1.8816 -0.2682 -3.7504
O -0.9284 -2.6827 -0.2311
H -1.6052 -2.2370 -0.7498
H -0.2663 -2.0211 -0.0101
O 4.3264 -0.8560 -0.4291
H 4.6436 -0.9191 -1.3344
H 4.8573 -0.1811 0.0007
O -0.6598 0.0065 -0.9920
H -0.2694 0.8192 -1.3460
H -0.4110 0.0641 -0.0602
O -1.0958 -2.1483 3.6039
H -1.7245 -2.0882 2.8742
H -0.9460 -3.0938 3.7166
O 1.1684 2.0240 2.1701
H 1.1803 1.0817 1.9629
H 1.5476 2.2002 3.0314
O -1.6473 2.7419 -1.4200
H -2.3489 3.2716 -1.0345
H -1.8541 1.8168 -1.2325
O 2.1334 1.3538 -1.2221
H 2.3893 0.7093 -1.8948
H 2.4611 1.1153 -0.3552
O -1.4446 0.6616 3.6715
H -2.3981 0.5565 3.5517
H -1.4571 1.4524 4.2221
O 0.9533 -3.2196 -2.5174
H 0.1720 -2.7103 -2.2782
H 1.4780 -3.3763 -1.7304
*
```


What is the stability order? It is x, w, from most stable to least stable.


## w
The following is a quantum chemistry calculation of 2 unconnected molecules or ions with the total composition CH6NPS, from the OMol25 dataset.

The SMILES is C=PS.N. As for the HOMO-LUMO gap: 9.1 eV.

Geometry as ORCA input:
```
! wB97M-V def2-TZVPD RIJCOSX def2/J DEFGRID3
* xyz 0 1
C 1.3202 0.9870 1.2476
P 1.2533 -0.6259 0.7345
S -0.6123 -1.5306 1.2393
H 0.5128 1.5765 1.7154
H 2.2135 1.5778 1.0112
H -1.1060 -0.6199 2.1910
N -0.8933 -0.1823 -2.2798
H -1.1648 -1.1285 -2.5401
H -1.5567 0.1172 -1.5036
H 0.0335 -0.1712 -1.8156
*
```


## x
The following is a quantum chemistry calculation of 2 unconnected molecules or ions with the total composition CH6NPS, from the OMol25 dataset.

The SMILES is N#[PH]S.C. As for the HOMO-LUMO gap: 9.3 eV.

Geometry as ORCA input:
```
! wB97M-V def2-TZVPD RIJCOSX def2/J DEFGRID3
* xyz 0 1
N -2.7599 1.2168 1.2556
P -1.5736 1.6617 0.5462
S -0.3294 3.2602 1.1713
H -1.0923 1.6311 -0.6822
H -0.9304 3.4557 2.3947
C 1.3454 -2.2329 -0.9298
H 2.3575 -2.3037 -1.2376
H 1.3275 -1.6176 -0.1106
H 1.0768 -3.2682 -0.8411
H 0.5785 -1.8030 -1.5663
*
```


What is the stability order? It is w, x, from most stable to least stable.


## w
The following is a quantum chemistry calculation of 2 unconnected molecules or ions with the total composition CH6NPS, from the OMol25 dataset.

The SMILES is [H]/N=P/[H].CS. As for the HOMO-LUMO gap: 8.6 eV.

Geometry as ORCA input:
```
! wB97M-V def2-TZVPD RIJCOSX def2/J DEFGRID3
* xyz 0 1
H -2.4652 -2.1767 0.6248
N -1.8983 -2.3720 -0.1485
P -2.6105 -2.6207 -1.5031
H -1.4211 -2.8835 -2.1889
C 1.6247 2.0520 0.8299
S 1.2922 1.1828 -0.7549
H 2.7086 2.1504 0.8327
H 1.1244 3.0411 0.9965
H 1.0863 1.4271 1.5638
H 0.5589 0.1995 -0.2523
*
```


## x
The following is a quantum chemistry calculation of a single CH6NPS molecule, from the OMol25 dataset.

The SMILES is C[S@@H](=N)=P. As for the HOMO-LUMO gap: 8.2 eV.

Geometry as ORCA input:
```
! wB97M-V def2-TZVPD RIJCOSX def2/J DEFGRID3
* xyz 0 1
C -0.0810 1.2349 0.7790
S 0.4037 -0.2565 -0.1477
N 0.2774 -1.5793 0.6074
P -0.4174 -0.2073 -2.0988
H -0.5352 2.1222 0.1227
H 0.6380 1.6175 1.6109
H -0.9434 0.7886 1.3690
H 1.8854 -0.1135 -0.0754
H -0.5210 -1.9371 0.0424
H -0.7066 -1.6696 -2.2093
*
```


What is the stability order? It is w, x, from most stable to least stable.


## w
The following is a quantum chemistry calculation of a single C6H10S molecule, from the OMol25 dataset.

The SMILES is C#CC(C)(C)SC. As for the HOMO-LUMO gap: 9.5 eV.

Geometry as ORCA input:
```
! wB97M-V def2-TZVPD RIJCOSX def2/J DEFGRID3
* xyz 0 1
C -1.2920 1.9752 -0.5370
C -1.0454 0.8172 -0.3819
C -0.2570 -0.3963 -0.2540
C -0.6736 -1.5085 -1.1909
C -0.5307 -0.9365 1.1895
S 1.4542 -0.0646 -0.6914
C 1.9550 1.2328 0.4441
H -1.4690 3.0160 -0.7269
H -0.0234 -2.3973 -0.8558
H -0.6715 -1.2493 -2.3233
H -1.6994 -1.6836 -1.0702
H -0.6360 -2.0334 1.1859
H 0.2156 -0.6169 1.7809
H -1.5629 -0.5731 1.4957
H 1.1870 2.0835 0.5858
H 2.8572 1.6425 0.0013
H 2.1918 0.6923 1.3480
*
```


## x
The following is a quantum chemistry calculation of a single C6H10S molecule, from the OMol25 dataset.

The SMILES is CC(C)(C)C#CS. As for the HOMO-LUMO gap: 9.1 eV.

Geometry as ORCA input:
```
! wB97M-V def2-TZVPD RIJCOSX def2/J DEFGRID3
* xyz 0 1
C 1.1953 -1.2255 0.1968
C -0.0036 -0.1199 0.3855
C -1.2582 -0.9753 0.6715
C 0.2675 0.9710 1.3417
C -0.1849 0.5874 -0.8547
C -0.3757 0.8856 -2.1583
S -0.8957 1.8478 -3.4941
H 1.9040 -1.0150 -0.5449
H 1.7320 -1.4069 1.1766
H 0.7709 -2.1927 -0.1167
H -0.9652 -1.5238 1.5478
H -2.1902 -0.3881 0.9243
H -1.6407 -1.6693 -0.1183
H -0.5109 1.7450 1.6559
H 1.0625 1.3871 0.7285
H 0.7307 0.7744 2.3324
H 0.3622 2.3181 -3.6739
*
```


What is the stability order? It is w, x, from most stable to least stable.


## w
The following is a quantum chemistry calculation of 4 unconnected molecules or ions with the total composition C3H14NO4, from the OMol25 dataset.

As for the HOMO-LUMO gap: 11.2 eV.

Geometry as ORCA input:
```
! wB97M-V def2-TZVPD RIJCOSX def2/J DEFGRID3
* xyz 1 1
O -1.6193 1.6741 -0.3045
C -0.9007 1.2575 -1.2060
C 0.1357 0.1571 -1.0203
C 1.5593 0.7155 -1.2616
N 0.0195 -0.3624 0.3677
H -0.9360 1.6611 -2.2069
H -0.0927 -0.7001 -1.7094
H 1.7722 1.4920 -0.5400
H 1.6637 1.0786 -2.3026
H 2.2486 -0.1310 -1.1251
H -0.9912 -0.7459 0.5206
H 0.2387 0.4013 1.0152
H 0.6321 -1.1557 0.4842
H 0.5078 2.2741 2.7605
H -0.4739 2.5424 1.6458
O 0.2525 1.9656 1.9014
H -3.2903 -0.2424 0.4007
H -3.2939 -1.6224 0.9308
O -2.7081 -1.0498 0.5046
H 1.2788 -3.5327 -0.0106
H 2.3762 -2.9743 0.8376
O 1.6210 -2.7024 0.3179
*
```


## x
The following is a quantum chemistry calculation of 5 unconnected molecules or ions with the total composition C3H14NO4, from the OMol25 dataset.

As for the HOMO-LUMO gap: 10.6 eV.

Geometry as ORCA input:
```
! wB97M-V def2-TZVPD RIJCOSX def2/J DEFGRID3
* xyz 1 1
C 1.7383 0.9767 -0.1740
C 2.3777 0.6579 0.9338
C 0.4026 -0.8244 -1.0603
N 0.5129 0.3093 -0.5213
H 2.1023 1.7200 -0.8640
H 2.0907 -0.1447 1.6001
H 3.2068 1.2586 1.2835
H -0.4160 -1.3521 -1.5221
H 1.2759 -1.4704 -1.1567
H -0.3416 0.9165 -0.5592
H -2.2850 2.2299 -0.5442
H -2.3434 0.9232 0.3049
O -1.7748 1.6538 0.0335
H -0.0288 1.6247 -3.4448
H 0.5396 0.1587 -3.4910
O 0.5349 0.9848 -3.0005
H -2.2777 -1.6494 0.9646
H -1.0885 -0.7842 1.2277
O -1.4701 -1.3380 0.5337
H -1.5080 -2.1664 3.8904
H -0.2729 -2.6598 2.9877
O -0.9946 -2.0351 3.0913
*
```


What is the stability order? It is w, x, from most stable to least stable.